(1)
Formula: C41H60F8GaO28
Source: the OMol25 dataset
Level of theory: ωB97M-V/def2-TZVPD

CARTESIAN COORDINATES (ANGSTROEM)
C 4.84 2.30 1.38
C 5.42 2.30 -0.05
C 4.44 1.87 -1.15
C 3.73 0.54 -0.89
C 2.34 0.43 -1.55
C 1.40 -0.53 -0.80
C 0.50 0.16 0.25
C 1.04 0.15 1.69
C -0.01 0.55 2.74
C 0.10 2.01 3.23
Ga -1.20 3.34 2.36
O -2.43 3.90 3.70
C -0.15 5.00 1.80
C 1.22 4.70 1.15
C 1.15 4.50 -0.36
O 2.32 4.95 -1.05
C -2.21 2.37 0.87
C -3.29 3.14 0.14
O -2.98 4.55 -0.05
C -2.75 4.96 -1.29
C -2.04 4.00 -2.23
O -3.04 6.08 -1.65
H 3.76 2.41 1.35
H 5.29 3.11 1.95
H 5.04 1.37 1.91
H 5.75 3.32 -0.27
H 6.32 1.67 -0.11
H 3.71 2.67 -1.31
H 5.01 1.77 -2.08
H 4.35 -0.25 -1.32
H 3.62 0.34 0.18
H 1.89 1.42 -1.60
H 2.46 0.06 -2.57
H 1.98 -1.34 -0.36
H 0.71 -0.94 -1.54
H 0.38 1.20 -0.06
H -0.47 -0.35 0.26
H 1.93 0.78 1.75
H 1.34 -0.89 1.89
H -1.01 0.31 2.37
H 0.16 -0.11 3.60
H 1.13 2.34 3.05
H -0.05 2.03 4.31
H -1.98 4.58 4.20
H 0.04 5.55 2.72
H -0.71 5.68 1.15
H 1.69 3.82 1.60
H 1.91 5.54 1.32
H 0.98 3.44 -0.60
H 0.31 5.07 -0.77
H 3.08 4.63 -0.57
H -1.53 1.91 0.14
H -2.72 1.53 1.36
H -4.19 3.12 0.76
H -3.56 2.70 -0.83
H -2.79 3.51 -2.86
H -1.42 4.61 -2.89
H -1.43 3.26 -1.72
C 3.91 -3.31 1.75
C 2.63 -3.25 2.56
O 2.90 -2.21 3.47
C 3.79 -1.35 2.87
O 4.01 -0.25 3.23
O 4.35 -1.96 1.80
F 2.41 -4.40 3.26
H 4.65 -3.95 2.24
H 3.76 -3.63 0.72
H 1.74 -3.01 1.99
C -5.86 1.41 -4.62
C -6.35 1.55 -3.19
O -5.62 0.54 -2.52
C -4.46 0.35 -3.21
O -3.52 -0.24 -2.80
O -4.53 0.93 -4.43
F -7.68 1.29 -3.08
H -6.44 0.67 -5.16
H -5.86 2.35 -5.17
H -6.13 2.51 -2.73
C -0.03 2.37 8.20
C 0.14 1.15 9.09
O -0.41 0.12 8.29
C -0.28 0.49 6.98
O -0.42 -0.23 6.06
O 0.04 1.80 6.90
F -0.55 1.24 10.25
H -1.02 2.82 8.35
H 0.74 3.12 8.34
H 1.18 0.91 9.32
C -6.15 -2.79 -3.24
C -6.87 -2.90 -4.56
O -6.82 -4.29 -4.82
C -6.76 -4.93 -3.61
O -6.95 -6.09 -3.47
O -6.45 -4.06 -2.63
F -6.24 -2.23 -5.55
H -5.07 -2.70 -3.38
H -6.50 -1.98 -2.62
H -7.92 -2.57 -4.53
C -6.70 -6.62 -7.07
C -5.71 -6.51 -8.20
O -5.88 -7.73 -8.88
C -7.17 -8.15 -8.66
O -7.71 -9.00 -9.28
O -7.72 -7.44 -7.65
F -4.43 -6.42 -7.76
H -6.27 -7.13 -6.20
H -7.11 -5.66 -6.75
H -5.89 -5.68 -8.89
C 0.70 -2.98 7.13
C 2.09 -3.55 6.99
O 1.90 -4.92 7.32
C 0.60 -5.24 7.02
O 0.18 -6.34 6.95
O -0.12 -4.12 6.81
F 2.97 -3.01 7.87
H 0.51 -2.68 8.17
H 0.49 -2.15 6.47
H 2.51 -3.49 5.99
C -1.65 -1.85 -5.00
C -0.73 -2.35 -6.08
O 0.55 -2.12 -5.52
C 0.42 -2.17 -4.16
O 1.31 -2.24 -3.39
O -0.89 -2.10 -3.82
F -0.84 -1.64 -7.23
H -1.83 -0.77 -5.09
H -2.60 -2.37 -4.96
H -0.83 -3.41 -6.32
C 10.53 2.21 1.41
C 10.30 2.20 -0.08
O 8.97 2.65 -0.18
C 8.70 3.43 0.91
O 7.77 4.15 1.02
O 9.67 3.26 1.84
F 10.40 0.96 -0.61
H 10.21 1.27 1.86
H 11.56 2.42 1.69
H 10.95 2.88 -0.65

Calculated values
molecular weight = 1222.61 g/mol
largest force on an atom = 0.94 eV Å⁻¹
net charge = -1
relative energy (zero: lowest compared OMol25 entry of this formula, charge and spin) = 0.0 kcal/mol
HOMO-LUMO gap = 0.21127 hartree
multiplicity = 1

(2)
Formula: CHN5O
Source: the OMol25 dataset
Level of theory: ωB97M-V/def2-TZVPD

CARTESIAN COORDINATES (ANGSTROEM)
C 0.71 -0.78 -0.88
N -0.37 -1.01 -1.39
N -1.48 -0.36 -0.82
N -1.12 0.42 0.10
N 0.60 0.90 1.56
N 0.14 0.43 0.39
O -0.13 1.59 2.24
H 1.65 -1.19 -1.19

Calculated values
molecular weight = 99.05 g/mol
largest force on an atom = 3.90 eV Å⁻¹
relative energy (zero: lowest compared OMol25 entry of this formula, charge and spin) = 190.0 kcal/mol
HOMO-LUMO gap = 0.33219 hartree
multiplicity = 1

(3)
Formula: C27H54BCl2N2O5
Source: the OMol25 dataset
Level of theory: ωB97M-V/def2-TZVPD

CARTESIAN COORDINATES (ANGSTROEM)
C 1.14 3.94 -0.86
C 1.48 3.05 0.35
C 2.12 1.76 -0.11
O 1.21 0.86 -0.68
B 1.79 -0.50 -0.45
C 1.90 -1.37 -1.84
Cl 1.94 -3.15 -1.44
C 3.04 -1.17 -2.85
C 2.56 -1.29 -4.30
Cl 3.83 0.45 -2.70
O 3.07 -0.29 0.25
C 2.95 0.95 0.87
C 4.33 1.58 1.08
O 5.29 0.64 1.50
C 6.16 0.22 0.49
H 0.28 4.58 -0.69
H 0.94 3.29 -1.71
H 2.01 4.55 -1.13
H 0.56 2.86 0.91
H 2.18 3.59 0.99
H 2.84 2.04 -0.89
H 1.00 -1.15 0.29
H 0.96 -1.26 -2.40
H 3.81 -1.91 -2.67
H 3.35 -1.03 -5.00
H 1.73 -0.61 -4.45
H 2.21 -2.31 -4.46
H 2.49 0.85 1.87
H 4.28 2.35 1.86
H 4.64 2.06 0.15
H 6.47 1.05 -0.15
H 7.05 -0.20 0.97
H 5.69 -0.55 -0.14
C -0.01 -9.89 -1.58
C -1.23 -8.95 -1.76
C -1.29 -8.37 -3.18
C -0.24 -7.30 -3.45
C -0.32 -6.19 -2.40
C -0.20 -6.72 -0.98
N -1.20 -7.83 -0.77
O -2.37 -7.38 -0.52
C 1.24 -7.19 -0.71
C -0.48 -5.60 0.02
C -2.48 -9.78 -1.52
H -0.33 -10.89 -1.31
H 0.59 -9.96 -2.50
H 0.65 -9.56 -0.79
H -2.28 -7.94 -3.33
H -1.19 -9.20 -3.89
H 0.76 -7.74 -3.48
H -0.41 -6.87 -4.44
H 0.47 -5.46 -2.56
H -1.27 -5.66 -2.51
H 1.32 -7.69 0.26
H 1.89 -6.31 -0.69
H 1.63 -7.86 -1.48
H -1.44 -5.12 -0.17
H 0.31 -4.86 -0.10
H -0.48 -5.97 1.04
H -2.51 -10.14 -0.49
H -2.45 -10.64 -2.19
H -3.39 -9.22 -1.72
C -2.52 9.13 2.73
C -2.80 7.99 1.72
C -4.25 7.50 1.80
C -4.55 6.67 3.04
C -3.57 5.50 3.15
C -2.11 5.95 3.13
N -1.88 6.82 1.93
O -1.73 6.13 0.86
C -1.78 6.67 4.45
C -1.18 4.75 3.05
C -2.56 8.54 0.32
H -2.20 10.03 2.21
H -3.40 9.38 3.32
H -1.71 8.88 3.42
H -4.47 6.90 0.92
H -4.91 8.37 1.76
H -4.52 7.29 3.94
H -5.57 6.28 2.98
H -3.75 4.94 4.08
H -3.74 4.80 2.33
H -0.78 7.12 4.40
H -1.78 5.94 5.26
H -2.49 7.45 4.72
H -1.40 4.10 2.20
H -1.30 4.15 3.95
H -0.14 5.06 2.97
H -1.51 8.82 0.19
H -3.17 9.44 0.20
H -2.82 7.83 -0.46

Calculated values
molecular weight = 568.46 g/mol
⟨S²⟩ = 2.008
largest force on an atom = 1.26 eV Å⁻¹
net charge = -1
HOMO-LUMO gap (alpha / beta) = 0.23927 / 0.23761 hartree
multiplicity = 3

(4)
Formula: C3H8N2O2
Source: the OMol25 dataset
Level of theory: ωB97M-V/def2-TZVPD

CARTESIAN COORDINATES (ANGSTROEM)
C 0.64 0.97 0.07
C 1.13 -0.45 0.34
O 2.48 -0.31 0.79
N -0.82 1.15 0.05
C -1.72 0.08 -0.10
N -1.51 -0.72 -1.18
O -2.66 -0.08 0.65
H 1.07 1.29 -0.88
H 1.06 1.61 0.84
H 1.14 -1.04 -0.57
H 0.50 -0.93 1.10
H 2.80 -1.17 1.11
H -1.11 1.57 0.93
H -0.82 -0.53 -1.89
H -2.19 -1.46 -1.27

Calculated values
molecular weight = 104.11 g/mol
largest force on an atom = 1.03 eV Å⁻¹
SMILES string = NC(=O)NCCO
relative energy (zero: lowest compared OMol25 entry of this formula, charge and spin) = 16.5 kcal/mol
HOMO-LUMO gap = 0.38123 hartree
multiplicity = 1

- Which of these has the lowest molecular weight?
  CHN5O

- Which of these has the lowest largest force on an atom?
  C41H60F8GaO28

Copy entry 4 word for word.
Formula: C3H8N2O2
Source: the OMol25 dataset
Level of theory: ωB97M-V/def2-TZVPD

CARTESIAN COORDINATES (ANGSTROEM)
C 0.64 0.97 0.07
C 1.13 -0.45 0.34
O 2.48 -0.31 0.79
N -0.82 1.15 0.05
C -1.72 0.08 -0.10
N -1.51 -0.72 -1.18
O -2.66 -0.08 0.65
H 1.07 1.29 -0.88
H 1.06 1.61 0.84
H 1.14 -1.04 -0.57
H 0.50 -0.93 1.10
H 2.80 -1.17 1.11
H -1.11 1.57 0.93
H -0.82 -0.53 -1.89
H -2.19 -1.46 -1.27

Calculated values
molecular weight = 104.11 g/mol
largest force on an atom = 1.03 eV Å⁻¹
SMILES string = NC(=O)NCCO
relative energy (zero: lowest compared OMol25 entry of this formula, charge and spin) = 16.5 kcal/mol
HOMO-LUMO gap = 0.38123 hartree
multiplicity = 1